# 1
ORCA calculation (wB97M-V/def2-TZVPD) on C19H16I2N4O3Zn as an isolated structure.

Values from the calculation:
DFT total energy, a.u.: -3553.08224
HOMO, Ha: -0.28178
HOMO-LUMO gap, eV: 7.90
Energy relative to the best compared isomer or geometry (same formula, charge and spin), kcal per mole: 0.0

Geometry as ORCA input:
```
! wB97M-V def2-TZVPD RIJCOSX def2/J DEFGRID3
* xyz 0 1
Zn 0.31956 0.67330 0.32856
I 4.15713 -3.50525 -4.23430
C 3.32813 -2.60057 -2.54394
C 2.56339 -3.35072 -1.66105
C 1.99621 -2.73606 -0.55955
I 0.80450 -3.84069 0.74481
C 2.15917 -1.36072 -0.29119
O 1.59595 -0.77798 0.72506
C 2.93779 -0.63043 -1.22351
C 3.04894 0.85396 -1.02493
N 1.72073 1.48718 -1.17496
C 1.10560 1.26780 -2.48612
C 0.28600 -0.00366 -2.51199
C 0.28598 -0.86686 -3.59432
C -0.49979 -2.00635 -3.54090
C -1.26913 -2.24785 -2.41249
C -1.21139 -1.33975 -1.37314
N -0.45644 -0.24171 -1.42480
C 3.51641 -1.24649 -2.32167
H 2.40279 -4.40643 -1.83151
H 3.75840 1.27183 -1.74745
H 3.40128 1.07847 -0.01724
H 1.77558 2.47796 -0.97171
H 1.85363 1.24309 -3.28479
H 0.42950 2.10296 -2.68406
H 0.92003 -0.66473 -4.44721
H -0.49568 -2.70863 -4.36415
H -1.87973 -3.13436 -2.32255
H -1.76533 -1.49263 -0.45514
H 4.10327 -0.65671 -3.01649
O -0.23634 2.61731 0.65607
N -1.08603 2.77067 1.60159
N -1.41032 1.69059 2.19625
O -0.90969 0.51537 1.89114
C -2.35154 1.75693 3.27990
C -2.56745 0.60773 4.02036
C -3.46979 0.65052 5.07427
C -4.14225 1.82325 5.37677
C -3.91294 2.96512 4.61902
C -3.01776 2.94240 3.56386
H -2.03005 -0.29319 3.76716
H -3.64261 -0.24256 5.65992
H -4.84456 1.85077 6.19925
H -4.43712 3.88339 4.84838
H -2.83404 3.82373 2.96879
*
```

=====

# 2
ORCA calculation (wB97M-V/def2-TZVPD) on a 3-piece molecular cluster, C21H44ClF3N4O7S2 overall at a distorted geometry.

Values from the calculation:
DFT total energy, a.u.: -3128.25248
HOMO, Ha: -0.29798
SMILES: CC[C@H](Cl)[C@@]1(S(=O)(=O)C(F)(F)F)OS(=O)(=O)O[C@]1(N)N(C)C(C)=O.CCN(CC)CC.CCN(CC)CC
HOMO-LUMO gap, eV: 8.46

Geometry as ORCA input:
```
! wB97M-V def2-TZVPD RIJCOSX def2/J DEFGRID3
* xyz 0 1
C 0.03884 -3.22006 1.98794
C -0.97242 -3.79863 2.96975
C -2.22100 -4.54701 2.45397
Cl -1.98175 -6.31629 2.56226
C -2.90974 -4.18344 1.10035
S -1.86954 -4.70725 -0.43984
O -0.61439 -5.15834 0.06598
O -2.67624 -5.54510 -1.25297
C -1.44822 -3.28333 -1.62294
F -0.39606 -2.60822 -1.19712
F -2.43445 -2.43510 -1.84415
F -1.15522 -3.89232 -2.75655
O -4.01286 -5.12175 1.00857
S -5.27498 -4.55400 0.17623
O -6.34129 -4.46407 1.11040
O -5.46032 -5.19522 -1.06210
O -4.61180 -3.13386 -0.08683
C -3.72056 -2.82489 1.05700
N -4.48105 -2.62658 2.24059
N -3.02294 -1.64527 0.60733
C -3.89100 -0.62719 -0.00647
C -2.02486 -1.05155 1.44608
C -0.97777 -0.26570 0.69188
O -2.01814 -1.16636 2.63249
H 0.68573 -3.99149 1.57266
H -0.42516 -2.70594 1.14750
H 0.66994 -2.49584 2.51269
H -1.32907 -3.01813 3.64407
H -0.43939 -4.51529 3.59960
H -3.01405 -4.33979 3.16865
H -5.39736 -2.25722 2.01594
H -4.60941 -3.44803 2.80972
H -4.78960 -0.44827 0.59199
H -3.34235 0.31533 -0.04774
H -4.16144 -0.89911 -1.02734
H -0.01931 -0.78312 0.75880
H -0.89526 0.75014 1.08793
H -1.23650 -0.19200 -0.36730
C 3.11112 3.28106 1.25063
C 2.21073 3.57206 0.06055
N 0.79732 3.56849 0.40176
C -0.08010 3.53608 -0.75297
C -0.08729 4.73357 -1.71019
C 0.40643 4.46664 1.47648
C 0.71876 5.95943 1.31344
H 2.80961 2.35516 1.74254
H 4.14192 3.16890 0.91279
H 3.09413 4.08477 1.98778
H 2.36121 2.79059 -0.68847
H 2.53564 4.51499 -0.40849
H -1.09982 3.36536 -0.39220
H 0.18531 2.63980 -1.32602
H -0.59249 5.59838 -1.28176
H -0.62133 4.46710 -2.62446
H 0.92289 5.03091 -1.99422
H 0.88260 4.11739 2.39552
H -0.66636 4.33416 1.64096
H 1.74118 6.12217 0.96949
H 0.61441 6.46150 2.27700
H 0.04384 6.45254 0.61520
C 2.28775 -0.94168 -0.16212
C 2.09114 0.03473 -1.31224
N 2.92771 1.21721 -1.21570
C 2.54173 2.27309 -2.13460
C 2.66909 2.00905 -3.63955
C 4.35467 0.96970 -1.08713
C 5.04200 0.14367 -2.18181
H 2.16908 -0.43548 0.79844
H 1.54341 -1.73381 -0.22558
H 3.26817 -1.41821 -0.18015
H 1.05207 0.38133 -1.30714
H 2.22565 -0.51176 -2.25990
H 3.11671 3.16768 -1.87788
H 1.49637 2.51910 -1.91955
H 3.70659 2.01621 -3.97118
H 2.14658 2.79183 -4.19302
H 2.22522 1.05400 -3.92316
H 4.52409 0.47263 -0.12897
H 4.84813 1.94076 -0.99755
H 4.47312 -0.75415 -2.42815
H 6.02473 -0.17846 -1.83280
H 5.19283 0.71115 -3.09893
*
```

=====

# 3
ORCA calculation (wB97M-V/def2-TZVPD) on C33H20N9O9SeW as an isolated structure.

Values from the calculation:
DFT total energy, a.u.: -4908.23427
HOMO (spin up / spin down), Ha: -0.13496 / -0.22434
HOMO-LUMO gap (spin up / spin down), eV: 4.62 / 6.75
Energy relative to the best compared isomer or geometry (same formula, charge and spin), kcal per mole: 0.0
Expectation value of S²: 2.048

Geometry as ORCA input:
```
! wB97M-V def2-TZVPD RIJCOSX def2/J DEFGRID3
* xyz -1 3
W -0.11464 -0.07691 -0.00909
C 0.36244 0.25695 -4.51435
C 0.18136 0.49922 -3.05742
N -0.11052 -0.41335 -2.19858
N -0.40833 -1.66214 -2.67254
C -0.78414 -2.39259 -1.66795
O -0.87721 -1.91831 -0.47025
C -1.12916 -3.81354 -1.86470
C -1.15068 -4.37140 -3.13995
C -1.44895 -5.71345 -3.29990
C -1.72236 -6.50313 -2.18952
C -1.69729 -5.94800 -0.91846
C -1.40218 -4.60355 -0.75331
C 0.22760 1.85338 -2.50682
C 0.50758 2.97227 -3.27179
C 0.37993 4.22118 -2.68698
C -0.05508 4.30938 -1.37903
C -0.28179 3.14088 -0.66763
N -0.10436 1.94209 -1.20840
H 0.33920 -0.80722 -4.71858
H 1.31994 0.67994 -4.82825
H -0.43150 0.74848 -5.08151
H -0.92806 -3.74385 -3.99191
H -1.46490 -6.14771 -4.29133
H -1.95136 -7.55377 -2.31655
H -1.90387 -6.56296 -0.05229
H -1.37154 -4.15555 0.23078
H 0.84033 2.85577 -4.29166
H 0.60779 5.11310 -3.25541
H -0.20599 5.26182 -0.89174
H -0.60507 3.16774 0.35989
O -5.85659 0.12352 2.46113
C -4.75964 0.07128 1.98342
C -3.52330 -0.58956 2.61959
O -3.48346 -1.14481 3.68954
C -2.46734 -0.37463 1.62896
C -2.92038 0.30252 0.52740
O -2.04968 0.55070 -0.41599
C -4.33273 0.65486 0.62521
O -5.04003 1.25742 -0.14624
O -1.21001 -0.70785 1.65423
N 1.84025 0.47365 -0.55784
C 2.78576 0.58772 -1.22712
N 3.82349 0.70790 -1.96058
C 3.67301 1.33988 -3.11442
N 3.58537 1.87926 -4.13703
O -1.54545 2.87393 2.67252
C -0.45140 3.51508 3.13739
C -0.67551 4.66813 3.89117
C 0.38671 5.38162 4.40757
C 1.69613 4.96047 4.19017
C 1.91805 3.81827 3.44789
C 0.86370 3.08392 2.90291
C 1.22454 1.86751 2.09864
O 2.33937 1.41540 2.08174
O 0.18778 1.38238 1.40782
H -1.22877 2.09303 2.17773
H -1.69956 4.97390 4.06015
H 0.19387 6.27395 4.99046
H 2.52797 5.51798 4.59911
H 2.92011 3.45422 3.26275
Se 3.03891 -3.73091 -1.39743
N 3.44067 -4.14941 0.30471
C 2.78371 -3.29176 1.07473
C 2.83060 -3.24473 2.47529
C 2.06392 -2.27816 3.12395
C 1.27118 -1.40573 2.41949
N 1.17974 -1.41021 1.06115
C 1.93972 -2.32324 0.37006
N 1.93527 -2.37777 -0.93483
H 3.45084 -3.94773 3.01344
H 2.06969 -2.19906 4.20221
H 0.65626 -0.68769 2.93417
*
```

=====

# 4
ORCA calculation (wB97M-V/def2-TZVPD) on one molecule with the formula C8H9ClN4O2 at a distorted geometry.

Values from the calculation:
DFT total energy, a.u.: -1139.72217
HOMO (spin up / spin down), Ha: -0.30195 / -0.29756
HOMO-LUMO gap (spin up / spin down), eV: 7.00 / 6.49
Energy relative to the best compared isomer or geometry (same formula, charge and spin), kcal per mole: 2.0

Geometry as ORCA input:
```
! wB97M-V def2-TZVPD RIJCOSX def2/J DEFGRID3
* xyz 0 1
C -1.42184 0.27097 -1.28785
C -2.84422 0.26225 -1.09036
C -1.27666 -1.02597 0.80890
C -0.66750 -0.55468 -0.39676
C -3.39842 -0.41995 0.01724
C 2.74409 -0.56758 0.40523
C 1.43562 -1.40415 0.15641
C 1.61354 1.37784 -0.14452
N -2.58974 -0.95601 0.95033
N 2.47253 0.77726 0.71612
N 0.62104 -0.78007 -0.73490
N 0.51309 2.14590 0.18512
O -0.15194 2.48798 -0.78089
O 0.19757 2.38959 1.33361
Cl -5.03340 -0.38951 0.20809
H -0.84205 0.54135 -2.20164
H -3.54429 0.89369 -1.68556
H -0.87612 -1.51557 1.67826
H 3.35735 -1.18896 1.11489
H 3.33508 -0.59185 -0.54268
H 1.72191 -2.38549 -0.25591
H 0.82438 -1.63626 1.06109
H 1.80963 1.28534 -1.12645
H 2.00036 0.98390 1.61221
*
```

=====

# 5
ORCA calculation (wB97M-V/def2-TZVPD) on a 2-piece molecular cluster, C5H11N3O2 overall at a distorted geometry.

Values from the calculation:
DFT total energy, a.u.: -511.74541
HOMO, Ha: -0.36024
SMILES: CNCOC(N)=O.CC#N
HOMO-LUMO gap, eV: 10.04
Energy relative to the best compared isomer or geometry (same formula, charge and spin), kcal per mole: 100.9

Geometry as ORCA input:
```
! wB97M-V def2-TZVPD RIJCOSX def2/J DEFGRID3
* xyz 0 1
C 2.24008 -2.39348 -0.23199
N 2.12613 -0.98413 0.30702
C 1.57829 -0.00615 -0.70918
O 0.28104 -0.37613 -1.29620
C -0.71938 -0.72144 -0.27161
N -1.59478 -1.95328 -0.58430
O -0.90127 -0.10988 0.90140
H 2.85008 -3.04929 0.52801
H 1.16021 -2.89789 -0.29467
H 2.69146 -2.36493 -1.31255
H 1.63566 -0.93796 1.22685
H 2.35838 0.04039 -1.61176
H 1.57413 1.10211 -0.26585
H -1.12366 -2.81246 -0.17960
H -1.58764 -2.10963 -1.63687
C -2.11178 2.89600 1.28841
C -2.06307 3.94585 0.19031
N -2.02269 4.81664 -0.72074
H -3.15107 2.67023 1.54248
H -1.62074 1.97949 0.95002
H -1.59935 3.26593 2.18081
*
```

=====

# 6
ORCA calculation (wB97M-V/def2-TZVPD) on a 2-piece molecular cluster, CH2N2O3 overall at a distorted geometry.

Values from the calculation:
DFT total energy, a.u.: -374.21335
HOMO, Ha: -0.28519
HOMO-LUMO gap, eV: 5.33
Energy relative to the best compared isomer or geometry (same formula, charge and spin), kcal per mole: 166.8

Geometry as ORCA input:
```
! wB97M-V def2-TZVPD RIJCOSX def2/J DEFGRID3
* xyz 0 1
C 0.07161 -0.03786 0.15813
N -1.26278 -0.16839 0.54286
N -3.47616 -1.71745 0.15029
O -4.09986 -1.66660 1.13839
O -3.50246 -2.23469 -0.90308
O -0.30981 -0.81694 1.25152
H 0.42990 -0.57552 -0.71539
H 0.57529 0.89613 0.38577
*
```